Entry 1:
70
Properties=species:S:1:pos:R:3 method="wB97M-V/def2-TZVPD" smiles="CC(=O)OC[C@@](N)(C[C@H](O)C(F)(F)F)OC(=O)B(N)O.CCCC#N.CCCC#N.CCCC#N" orbital_gap_ev=9.85 molar_mass_g_mol=509.3 e_lumo_ev=0.384 homo_energy_ev=-9.5
C -5.423 -3.573 -2.845
C -4.334 -2.421 -2.415
O -4.856 -1.286 -1.872
O -2.877 -2.477 -2.604
C -2.269 -3.662 -1.990
C -1.500 -3.377 -0.550
N -0.736 -4.691 -0.270
C -0.377 -2.208 -0.583
C -0.878 -0.666 -0.623
O -2.312 -0.424 -0.450
C -0.379 0.172 -1.982
F -1.013 1.519 -1.862
F 1.120 0.355 -2.007
F -0.721 -0.512 -3.250
O -2.527 -3.291 0.487
C -2.026 -2.851 1.787
O -0.917 -3.236 2.417
B -3.002 -1.780 2.632
N -2.698 -0.304 2.814
O -4.261 -2.400 3.176
H -6.512 -3.180 -2.611
H -5.388 -3.893 -3.970
H -5.244 -4.489 -2.111
H -3.044 -4.540 -1.757
H -1.520 -4.131 -2.790
H -1.204 -5.215 0.521
H -0.753 -5.310 -1.115
H 0.282 -2.385 -1.564
H 0.384 -2.401 0.316
H -0.335 -0.101 0.277
H -2.453 0.330 0.224
H -3.500 0.191 2.320
H -1.826 -0.021 2.316
H -4.296 -3.383 2.898
C 1.525 2.046 0.521
C 2.140 2.986 1.550
C 1.436 2.936 2.906
C 0.050 3.418 2.834
N -1.046 3.792 2.773
H 0.490 2.320 0.296
H 2.092 2.089 -0.414
H 1.538 1.011 0.878
H 2.130 4.008 1.155
H 3.192 2.708 1.690
H 1.994 3.560 3.615
H 1.456 1.915 3.300
C 1.143 7.534 3.480
C 1.689 6.955 4.778
C 3.185 7.209 4.967
C 4.000 6.525 3.953
N 4.641 5.990 3.147
H 1.605 7.067 2.606
H 0.063 7.362 3.417
H 1.318 8.614 3.428
H 1.481 5.879 4.808
H 1.148 7.409 5.617
H 3.480 6.852 5.961
H 3.387 8.285 4.944
C 2.475 -4.538 -5.593
C 2.710 -3.079 -5.221
C 3.383 -2.906 -3.859
C 2.535 -3.377 -2.754
N 1.868 -3.756 -1.884
H 1.790 -5.025 -4.892
H 2.032 -4.605 -6.592
H 3.416 -5.097 -5.600
H 1.753 -2.544 -5.242
H 3.348 -2.623 -5.988
H 3.606 -1.843 -3.709
H 4.341 -3.436 -3.846



Entry 2:
67
Properties=species:S:1:pos:R:3 method="wB97M-V/def2-TZVPD" smiles="CCB(O)[C@@]1(F)OC[C@@H](ON=O)[N@H+](CC[C@H](C)CCC=C(C)C)[C@H]1CCSc1nnco1" orbital_gap_ev=6.12 total_charge=+1 molar_mass_g_mol=473.4 e_lumo_ev=-3.879 homo_energy_ev=-10.0
C 3.974 1.878 2.243
C 4.547 2.912 1.187
B 3.920 2.827 -0.275
O 4.785 3.101 -1.373
C 2.368 2.502 -0.641
F 1.570 3.383 0.164
O 2.081 2.865 -1.997
C 0.672 2.845 -2.260
C -0.071 1.513 -1.884
O -0.137 0.629 -3.021
N -1.451 0.151 -3.157
O -1.434 -1.015 -3.223
N 0.469 0.799 -0.692
C -0.347 1.037 0.563
C -1.701 0.218 0.579
C -2.989 1.130 0.547
C -2.991 2.245 1.673
C -4.327 0.290 0.748
C -4.704 -0.607 -0.501
C -5.738 -1.711 -0.008
C -5.219 -2.885 0.504
C -5.863 -4.223 -0.035
C -4.043 -2.959 1.527
C 1.953 0.992 -0.487
C 2.706 0.023 -1.470
C 2.728 -1.487 -0.950
S 3.834 -1.527 0.520
C 4.985 -2.895 0.302
N 5.009 -3.914 -0.562
N 6.111 -4.623 -0.181
C 6.697 -4.035 0.854
O 6.005 -2.872 1.215
H 4.546 2.025 3.201
H 2.869 1.983 2.384
H 4.243 0.850 1.889
H 5.649 2.691 1.074
H 4.487 3.954 1.604
H 4.584 4.037 -1.590
H 0.130 3.735 -1.831
H 0.565 2.958 -3.375
H -1.147 1.791 -1.682
H 0.349 -0.213 -0.886
H 0.214 0.807 1.498
H -0.568 2.139 0.568
H -1.695 -0.519 -0.278
H -1.735 -0.346 1.554
H -3.041 1.617 -0.463
H -4.018 2.669 1.822
H -2.570 1.888 2.646
H -2.352 3.097 1.313
H -5.159 1.038 0.866
H -4.289 -0.274 1.716
H -5.275 0.009 -1.245
H -3.807 -1.097 -0.968
H -6.841 -1.550 -0.050
H -5.918 -4.952 0.811
H -6.881 -3.980 -0.444
H -5.215 -4.574 -0.881
H -3.052 -2.730 1.047
H -4.179 -2.258 2.395
H -4.024 -3.990 1.969
H 2.176 0.704 0.575
H 2.271 -0.015 -2.500
H 3.792 0.290 -1.606
H 1.704 -1.894 -0.750
H 3.201 -2.146 -1.730
H 7.588 -4.330 1.436



Entry 3:
67
Properties=species:S:1:pos:R:3 method="wB97M-V/def2-TZVPD" orbital_gap_ev="6.50 / 3.35" multiplicity=3 total_charge=+2 molar_mass_g_mol=615.0 e_lumo_ev="-8.988 / -12.140" s2=2.015 homo_energy_ev="-15.5 / -15.5"
Pd -3.455 0.747 -2.599
Cu -2.926 -4.170 -1.277
Cl -0.665 -1.263 -0.315
O -0.036 -1.053 0.966
O 0.268 -1.231 -1.420
O -1.359 -2.472 -0.254
O -1.649 -0.235 -0.494
C 2.553 3.200 -2.604
C 2.099 2.680 -3.907
C 1.259 1.363 -3.803
C -0.158 1.421 -3.504
N -1.287 1.385 -3.270
H 1.710 3.641 -2.070
H 3.178 4.072 -2.806
H 3.148 2.468 -2.059
H 2.917 2.505 -4.607
H 1.483 3.381 -4.474
H 1.712 0.733 -3.034
H 1.457 0.809 -4.722
C 1.151 -2.987 -5.889
C 0.338 -2.957 -4.600
C 0.805 -3.988 -3.604
C 0.580 -5.377 -3.958
N 0.420 -6.515 -4.149
H 2.233 -2.866 -5.843
H 0.722 -2.469 -6.746
H 1.064 -4.027 -6.223
H -0.711 -2.957 -4.895
H 0.546 -2.015 -4.083
H 0.183 -3.796 -2.724
H 1.826 -3.881 -3.237
C -2.510 -3.538 4.135
C -2.145 -2.156 4.621
C -2.261 -0.952 3.676
C -3.524 -0.792 2.969
N -4.512 -0.642 2.375
H -2.743 -4.212 4.958
H -1.762 -4.062 3.536
H -3.403 -3.494 3.508
H -1.183 -2.087 5.128
H -2.909 -1.920 5.366
H -1.438 -0.893 2.958
H -2.125 -0.045 4.269
C 0.197 2.936 0.737
C -1.126 2.911 1.508
C -2.217 3.785 0.808
C -2.694 3.148 -0.427
N -3.070 2.631 -1.380
H 0.703 3.885 0.918
H 0.146 2.798 -0.343
H 0.780 2.105 1.134
H -1.096 3.081 2.584
H -1.445 1.863 1.543
H -1.676 4.688 0.523
H -3.038 3.968 1.498
C 3.152 1.775 3.096
C 2.213 0.578 3.096
C 1.655 0.336 4.464
C 0.806 1.406 5.028
N 0.193 2.243 5.553
H 3.799 1.915 2.231
H 3.847 1.794 3.938
H 2.549 2.671 3.254
H 2.566 -0.363 2.678
H 1.300 0.862 2.562
H 2.490 0.213 5.159
H 1.074 -0.585 4.543



Entry 4:
59
Properties=species:S:1:pos:R:3 method="wB97M-V/def2-TZVPD" de_lowest_kj_mol=0.00 orbital_gap_ev="6.80 / 5.95" multiplicity=4 molar_mass_g_mol=404.6 e_lumo_ev="0.589 / -0.179" s2=3.763 homo_energy_ev="-6.2 / -6.1"
C 1.948 -2.209 -1.970
C -0.663 -1.786 -3.474
C 1.307 -3.188 -1.280
H 2.734 -1.626 -1.471
C -1.355 -2.309 -2.458
H -1.023 -0.863 -3.949
H 1.613 -3.424 -0.255
H -2.235 -1.773 -2.076
C 0.308 -4.165 -1.807
H 0.342 -5.054 -1.155
H 0.568 -4.517 -2.812
C 1.892 -1.990 -3.453
H 2.698 -2.560 -3.950
H 2.133 -0.931 -3.641
C 0.561 -2.334 -4.149
H 0.481 -3.418 -4.280
H 0.595 -1.902 -5.163
C -1.142 -3.643 -1.795
H -1.776 -4.417 -2.260
H -1.505 -3.550 -0.758
Co 0.849 -0.900 0.184
H 2.070 -1.728 0.577
C -0.128 4.519 0.776
Si 0.208 3.105 1.930
C 2.063 2.805 2.002
C -0.446 3.514 3.647
C -0.520 1.415 1.380
C -0.843 1.353 -0.005
C -1.859 2.088 -0.669
C -1.698 2.399 -2.009
C -0.587 1.870 -2.687
C 0.245 0.952 -2.030
N 0.009 0.588 -0.763
Si -0.591 -0.064 2.542
C 1.166 -0.392 3.162
C -1.712 0.307 3.997
C -1.190 -1.641 1.731
H 0.329 5.440 1.171
H -1.209 4.682 0.679
H 0.291 4.326 -0.220
H 2.616 3.713 2.283
H 2.339 2.015 2.710
H 2.397 2.476 1.007
H -1.539 3.364 3.621
H 0.009 2.838 4.389
H -0.195 4.552 3.929
H -2.629 2.520 -0.032
H -2.377 3.088 -2.500
H -0.375 2.141 -3.722
H 1.112 0.463 -2.486
H 1.460 0.498 3.744
H 1.134 -1.268 3.841
H 1.906 -0.577 2.343
H -2.722 0.493 3.584
H -1.705 -0.563 4.678
H -1.342 1.189 4.540
H -2.245 -1.474 1.447
H -0.608 -2.039 0.853
H -1.164 -2.406 2.531